i:
{"formula": "C31H40AsN3O8PbS3Si2", "method": "ωB97M-V with the def2-TZVPD basis set", "homo_lumo_gap_ha": 0.2399, "charge": -2, "symbols": ["Pb", "O", "C", "O", "C", "C", "C", "C", "C", "O", "C", "C", "O", "O", "H", "H", "H", "H", "H", "H", "H", "H", "S", "C", "C", "N", "C", "S", "C", "N", "C", "C", "C", "C", "N", "C", "C", "H", "H", "H", "H", "H", "H", "H", "C", "Si", "C", "C", "As", "Si", "C", "C", "C", "H", "H", "H", "H", "H", "H", "H", "H", "H", "H", "H", "H", "H", "H", "H", "H", "H", "H", "C", "C", "C", "C", "C", "C", "C", "S", "O", "O", "O", "H", "H", "H", "H", "H", "H", "H"], "coordinates": [[-0.342, 0.389, 0.503], [0.993, -0.735, -4.274], [0.943, -0.001, -3.313], [1.310, -0.368, -2.093], [0.554, 1.458, -3.457], [0.950, 2.392, -2.308], [0.797, 3.850, -2.777], [-0.746, 4.023, -2.744], [-1.195, 2.622, -2.313], [-0.142, 2.273, -1.397], [-0.997, 1.644, -3.486], [-1.816, 0.355, -3.311], [-2.797, 0.215, -4.043], [-1.340, -0.470, -2.475], [1.001, 1.782, -4.398], [1.880, 2.152, -1.799], [1.229, 4.009, -3.766], [1.287, 4.522, -2.074], [-1.172, 4.308, -3.707], [-1.043, 4.761, -2.000], [-2.162, 2.549, -1.814], [-1.328, 2.100, -4.418], [2.392, 0.606, 0.730], [2.576, 1.450, 2.242], [3.920, 1.494, 2.759], [5.002, 1.496, 3.154], [1.585, 2.057, 2.948], [-0.108, 2.114, 2.537], [1.925, 2.735, 4.173], [2.164, 3.286, 5.156], [1.058, -2.496, 6.598], [0.692, -2.118, 5.190], [-0.563, -1.616, 4.875], [-0.851, -1.261, 3.568], [0.032, -1.390, 2.578], [1.233, -1.884, 2.869], [1.603, -2.257, 4.150], [0.420, -1.985, 7.318], [2.095, -2.238, 6.811], [0.944, -3.572, 6.750], [-1.309, -1.468, 5.646], [-1.809, -0.833, 3.292], [1.931, -1.945, 2.043], [2.604, -2.625, 4.334], [3.302, -4.646, -2.091], [2.597, -3.144, -2.998], [2.135, -3.745, -4.712], [3.971, -1.873, -3.149], [1.045, -2.138, -1.533], [-1.055, -2.962, -2.316], [-2.338, -2.773, -0.965], [-1.663, -3.030, -4.078], [-0.433, -4.769, -2.031], [4.272, -4.918, -2.517], [2.640, -5.509, -2.170], [3.446, -4.433, -1.030], [3.028, -4.141, -5.205], [1.724, -2.929, -5.302], [1.387, -4.539, -4.670], [4.843, -2.294, -3.656], [4.274, -1.516, -2.163], [3.626, -1.006, -3.714], [-3.025, -1.952, -1.157], [-1.849, -2.574, -0.007], [-2.910, -3.699, -0.853], [-2.336, -2.203, -4.291], [-2.183, -3.981, -4.229], [-0.821, -2.979, -4.771], [0.117, -4.873, -1.088], [0.226, -5.105, -2.836], [-1.281, -5.458, -1.985], [-6.662, 3.376, 5.915], [-5.989, 2.773, 4.709], [-5.572, 3.564, 3.648], [-4.960, 3.002, 2.532], [-4.760, 1.636, 2.471], [-5.174, 0.830, 3.526], [-5.780, 1.396, 4.632], [-3.978, 0.879, 1.050], [-4.955, -0.062, 0.548], [-3.625, 1.976, 0.166], [-2.789, 0.231, 1.632], [-6.584, 4.464, 5.904], [-6.209, 3.015, 6.840], [-7.723, 3.117, 5.946], [-5.719, 4.638, 3.696], [-4.619, 3.611, 1.706], [-5.008, -0.238, 3.465], [-6.093, 0.764, 5.457]]}


ii:
{"formula": "C31H40AsN3O8PbS3Si2", "method": "ωB97M-V with the def2-TZVPD basis set", "homo_lumo_gap_ha": 0.2371, "charge": -2, "symbols": ["Pb", "O", "C", "O", "C", "C", "C", "C", "C", "O", "C", "C", "O", "O", "H", "H", "H", "H", "H", "H", "H", "H", "S", "C", "C", "N", "C", "S", "C", "N", "C", "C", "C", "C", "N", "C", "C", "H", "H", "H", "H", "H", "H", "H", "C", "Si", "C", "C", "As", "Si", "C", "C", "C", "H", "H", "H", "H", "H", "H", "H", "H", "H", "H", "H", "H", "H", "H", "H", "H", "H", "H", "C", "C", "C", "C", "C", "C", "C", "S", "O", "O", "O", "H", "H", "H", "H", "H", "H", "H"], "coordinates": [[1.811, 0.278, 0.091], [0.428, -1.022, -4.526], [1.226, -0.841, -3.543], [0.725, -1.296, -2.278], [2.714, -1.263, -3.755], [3.409, -1.915, -2.548], [4.778, -2.462, -2.983], [5.595, -1.149, -3.151], [4.549, -0.092, -2.756], [3.792, -0.774, -1.743], [3.532, 0.046, -3.897], [2.563, 1.174, -3.611], [2.864, 2.357, -3.660], [1.387, 0.727, -3.258], [2.717, -1.903, -4.632], [2.793, -2.591, -1.965], [4.706, -3.043, -3.902], [5.197, -3.093, -2.199], [5.961, -0.998, -4.170], [6.441, -1.112, -2.466], [4.947, 0.841, -2.367], [4.013, 0.213, -4.857], [4.032, 1.162, 1.260], [4.248, -0.026, 2.518], [5.246, 0.317, 3.514], [6.048, 0.578, 4.300], [3.620, -1.221, 2.624], [2.428, -1.884, 1.524], [3.935, -2.091, 3.742], [4.147, -2.800, 4.626], [-2.608, 6.040, -1.400], [-1.831, 4.770, -1.172], [-2.166, 3.883, -0.159], [-1.402, 2.739, 0.028], [-0.351, 2.430, -0.735], [-0.031, 3.282, -1.719], [-0.734, 4.451, -1.965], [-3.604, 5.982, -0.956], [-2.713, 6.245, -2.468], [-2.088, 6.890, -0.948], [-3.015, 4.080, 0.489], [-1.635, 2.039, 0.823], [0.818, 3.007, -2.343], [-0.432, 5.101, -2.782], [-4.057, -1.068, -2.784], [-2.387, -0.348, -2.286], [-2.624, 0.320, -0.552], [-1.975, 1.080, -3.419], [-0.897, -2.167, -2.501], [-0.831, -2.884, -0.248], [0.627, -4.079, -0.189], [-0.751, -1.793, 1.276], [-2.380, -3.952, -0.040], [-4.882, -0.396, -2.519], [-4.226, -2.032, -2.282], [-4.084, -1.249, -3.866], [-3.293, 1.191, -0.570], [-1.668, 0.631, -0.116], [-3.062, -0.443, 0.106], [-2.742, 1.207, -4.190], [-1.018, 0.888, -3.920], [-1.879, 2.010, -2.848], [1.520, -3.583, 0.213], [0.867, -4.435, -1.196], [0.408, -4.948, 0.442], [-0.206, -0.855, 1.117], [-0.220, -2.333, 2.070], [-1.755, -1.540, 1.634], [-2.519, -4.611, -0.907], [-3.287, -3.337, 0.064], [-2.286, -4.575, 0.860], [-4.454, -0.750, 6.277], [-3.274, -0.199, 5.508], [-2.034, -0.828, 5.548], [-0.939, -0.301, 4.872], [-1.085, 0.874, 4.144], [-2.322, 1.508, 4.080], [-3.407, 0.969, 4.760], [0.308, 1.504, 3.218], [0.003, 2.888, 2.924], [1.463, 1.260, 4.040], [0.242, 0.634, 2.000], [-4.217, -1.718, 6.722], [-5.327, -0.875, 5.630], [-4.741, -0.069, 7.085], [-1.919, -1.747, 6.116], [0.031, -0.789, 4.899], [-2.406, 2.421, 3.498], [-4.375, 1.461, 4.708]]}


Which of them is most stable? Easy: i.


i:
{"formula": "C3H12N2O3", "method": "ωB97M-V with the def2-TZVPD basis set", "spin_multiplicity": 2, "homo_lumo_gap_ha": [0.0673, 0.3363], "charge": -1, "symbols": ["C", "N", "C", "C", "N", "O", "H", "H", "H", "H", "H", "H", "H", "H", "H", "H", "O", "H", "H", "O"], "coordinates": [[-1.893, 1.371, -0.755], [-0.821, 1.120, 0.075], [0.327, 0.668, -0.643], [1.381, -0.082, 0.186], [2.702, 0.535, -0.160], [-2.806, 2.132, -0.459], [-2.079, 0.767, -1.723], [-0.631, 1.651, 0.943], [0.813, 1.647, -1.132], [-0.018, 0.232, -1.540], [1.253, 0.237, 1.315], [1.287, -1.141, 0.143], [3.483, -0.076, 0.206], [2.855, 0.432, -1.207], [-3.513, -2.128, -1.441], [-4.920, -2.296, -2.122], [-4.311, -1.571, -1.597], [2.081, -0.374, 3.499], [2.750, -1.890, 3.337], [2.059, -1.236, 3.076]]}


ii:
{"formula": "C3H12N2O3", "method": "ωB97M-V with the def2-TZVPD basis set", "spin_multiplicity": 2, "homo_lumo_gap_ha": [0.0963, 0.3654], "charge": -1, "symbols": ["N", "C", "C", "C", "N", "O", "H", "H", "H", "H", "H", "H", "H", "H", "H", "H", "O", "H", "H", "O"], "coordinates": [[-0.046, 2.156, -1.879], [-0.268, 1.583, -0.564], [0.944, 1.692, 0.393], [-0.580, 0.101, -0.857], [-1.879, -0.199, -0.977], [0.318, -0.692, -1.045], [0.807, 1.786, -2.276], [0.029, 3.166, -1.898], [-1.123, 2.066, -0.085], [1.418, 0.754, 0.669], [0.739, 2.218, 1.311], [1.688, 2.298, -0.119], [-2.136, -1.107, -1.336], [-2.606, 0.412, -0.652], [-0.498, -3.212, 1.922], [-1.753, -4.180, 2.123], [-1.324, -3.548, 1.533], [1.880, -2.268, 1.806], [2.003, -1.489, 0.520], [2.386, -1.537, 1.413]]}


Which of them is most stable? Easy: ii.


i:
{"formula": "H80O40", "method": "ωB97M-V with the def2-TZVPD basis set", "spin_multiplicity": 2, "homo_lumo_gap_ha": [0.3639, 0.1214], "charge": 1, "symbols": ["H", "H", "O", "H", "H", "O", "H", "H", "O", "H", "H", "O", "H", "H", "O", "H", "O", "H", "O", "H", "H", "O", "H", "H", "O", "H", "H", "O", "H", "H", "O", "H", "O", "H", "H", "O", "H", "H", "O", "H", "H", "O", "H", "H", "O", "H", "H", "O", "H", "H", "O", "H", "O", "H", "H", "O", "H", "O", "H", "H", "O", "H", "H", "O", "H", "H", "O", "H", "H", "O", "H", "H", "O", "H", "H", "O", "H", "H", "O", "H", "H", "O", "H", "H", "O", "H", "H", "O", "H", "O", "H", "H", "O", "H", "H", "H", "H", "H", "H", "O", "H", "H", "O", "H", "H", "O", "H", "H", "O", "H", "H", "O", "H", "H", "O", "H", "H", "O", "H", "H"], "coordinates": [[-3.052, -2.774, -4.690], [-2.276, -3.678, -3.641], [-2.463, -3.513, -4.604], [0.971, 1.536, 4.367], [2.237, 1.653, 5.045], [1.292, 1.533, 5.290], [2.107, 2.370, 2.289], [2.222, 0.899, 1.925], [1.677, 1.508, 2.481], [-2.906, 3.626, 0.684], [-1.290, 3.243, 0.895], [-2.188, 2.967, 0.800], [-4.669, 4.990, -1.336], [-5.590, 3.936, -1.206], [-5.204, 4.638, -0.620], [-1.243, -0.415, -4.073], [-0.952, -1.061, -3.446], [1.868, -0.282, -3.199], [1.944, -0.758, -2.362], [-5.572, 2.211, 2.485], [-5.373, 3.483, 1.584], [-6.027, 2.820, 1.905], [-0.066, -3.299, 1.699], [-0.633, -4.020, 0.667], [-0.971, -3.549, 1.480], [2.154, 4.393, 3.401], [0.841, 4.714, 4.359], [1.190, 4.316, 3.538], [-5.432, -2.061, -3.378], [-4.257, -1.860, -2.542], [-4.517, -1.821, -3.447], [4.676, -0.801, -2.811], [5.057, -0.334, -2.070], [1.818, -5.458, -3.213], [2.962, -5.668, -2.218], [2.276, -5.012, -2.479], [2.289, -1.888, 4.189], [1.385, -0.810, 4.852], [1.530, -1.334, 4.075], [-5.000, -1.716, 2.546], [-5.913, -0.835, 3.454], [-5.680, -1.737, 3.240], [6.058, -2.506, -0.389], [5.137, -1.120, -0.210], [5.555, -1.933, 0.163], [-1.073, -0.578, 2.635], [0.108, 0.078, 1.993], [-0.884, 0.001, 1.838], [4.674, 1.651, -4.089], [4.297, 0.394, -4.849], [4.164, 1.357, -4.863], [-5.313, 1.576, -3.672], [-4.538, 1.461, -3.115], [-5.416, -2.811, -0.495], [-4.640, -1.644, 0.131], [-5.175, -1.870, -0.601], [-2.211, -1.382, 3.686], [-2.208, -0.569, 4.247], [4.484, -0.794, 1.794], [5.401, -1.502, 2.642], [5.006, -0.621, 2.556], [0.424, 4.409, 1.366], [0.418, 3.199, 2.280], [0.319, 3.444, 1.359], [-1.604, -3.807, -0.433], [-0.497, -3.788, -1.597], [-1.274, -4.192, -1.221], [-1.163, 1.140, -4.323], [-0.871, 2.138, -5.500], [-1.563, 1.617, -5.070], [-2.415, -1.055, -0.320], [-3.092, 0.379, -0.688], [-3.166, -0.563, -0.653], [1.323, -2.342, -0.937], [1.885, -3.618, -0.951], [1.115, -3.208, -0.510], [4.736, 4.597, 1.691], [4.260, 3.730, 0.391], [4.491, 3.723, 1.324], [1.148, 3.813, -0.448], [0.838, 2.694, -1.484], [1.439, 3.434, -1.296], [-2.894, 2.655, 3.852], [-3.770, 1.476, 4.549], [-3.767, 2.392, 4.208], [4.095, -4.837, 1.370], [5.140, -4.656, 0.179], [4.357, -5.180, 0.515], [3.294, 1.360, 1.137], [3.318, 0.882, 0.312], [4.143, 3.833, 3.537], [4.019, 2.351, 3.005], [3.546, 3.100, 3.427], [-3.663, 1.306, -3.468], [-1.521, -1.816, -3.479], [-1.407, -0.572, 4.749], [1.642, -1.640, -2.630], [4.397, 0.152, -1.649], [2.482, 0.452, 0.520], [-3.657, 0.647, 1.496], [-4.436, 1.209, 1.175], [-3.045, 0.605, 0.731], [0.751, -6.543, -0.298], [-0.095, -6.276, -0.672], [1.193, -5.729, -0.572], [4.671, 2.429, -2.126], [3.976, 2.354, -2.773], [4.403, 2.336, -1.199], [-3.611, -2.766, 1.581], [-3.109, -2.019, 1.254], [-2.896, -3.481, 1.489], [-0.553, 1.628, -1.028], [-1.443, 1.567, -1.363], [-0.733, 1.640, -0.056], [0.657, -3.788, -4.535], [0.872, -3.598, -3.623], [-0.275, -3.665, -4.736], [1.699, 5.862, -0.745], [1.888, 5.015, -1.243], [0.938, 6.232, -1.186]]}


ii:
{"formula": "H80O40", "method": "ωB97M-V with the def2-TZVPD basis set", "spin_multiplicity": 2, "homo_lumo_gap_ha": [0.3496, 0.0985], "charge": 1, "symbols": ["H", "H", "O", "H", "H", "O", "H", "H", "O", "H", "H", "O", "H", "H", "O", "H", "O", "H", "O", "H", "H", "O", "H", "H", "O", "H", "H", "O", "H", "H", "O", "H", "O", "H", "H", "O", "H", "H", "O", "H", "H", "O", "H", "H", "O", "H", "H", "O", "H", "H", "O", "H", "O", "H", "H", "O", "H", "O", "H", "H", "O", "H", "H", "O", "H", "H", "O", "H", "H", "O", "H", "H", "O", "H", "H", "O", "H", "H", "O", "H", "H", "O", "H", "H", "O", "H", "H", "O", "H", "O", "H", "H", "O", "H", "H", "H", "H", "H", "H", "O", "H", "H", "O", "H", "H", "O", "H", "H", "O", "H", "H", "O", "H", "H", "O", "H", "H", "O", "H", "H"], "coordinates": [[-0.989, 2.285, -4.704], [-1.021, 0.987, -5.533], [-0.528, 1.829, -5.443], [-1.939, -2.408, 1.402], [-0.820, -3.508, 1.070], [-1.064, -2.551, 1.030], [1.342, -2.390, -1.232], [0.612, -3.444, -2.108], [1.487, -3.040, -1.959], [1.400, 0.429, -1.966], [1.350, 1.426, -0.818], [1.052, 1.263, -1.697], [4.441, 0.856, 0.269], [4.063, -0.160, 1.211], [3.694, 0.227, 0.405], [1.744, 2.128, 1.714], [1.639, 1.699, 0.873], [1.812, -6.171, -2.066], [0.975, -6.016, -2.481], [-0.698, -0.667, -0.087], [-0.866, -0.378, 1.293], [-0.554, 0.080, 0.453], [0.818, 0.853, 4.099], [2.284, 1.029, 3.823], [1.625, 0.337, 3.854], [-4.929, -1.464, -0.985], [-6.358, -2.190, -1.094], [-5.444, -2.258, -0.741], [3.780, -5.369, -1.706], [3.207, -4.001, -1.917], [3.990, -4.456, -1.659], [-0.416, 4.725, 3.025], [-0.550, 5.681, 3.059], [1.432, 3.095, -4.643], [2.727, 3.043, -5.181], [2.307, 3.371, -4.375], [-1.923, -3.971, 3.011], [-3.357, -3.389, 2.792], [-2.677, -3.986, 2.435], [2.586, 3.225, 2.460], [2.698, 3.911, 3.813], [2.029, 3.820, 3.116], [1.163, 5.304, -3.059], [1.577, 4.359, -1.842], [1.633, 5.225, -2.248], [-3.817, -4.668, -2.322], [-3.107, -4.374, -1.098], [-2.881, -4.719, -1.983], [-2.565, 2.849, -0.046], [-3.713, 3.702, -0.107], [-3.376, 2.974, -0.657], [1.349, 0.007, 6.685], [0.643, -0.488, 6.240], [0.077, 3.215, 0.470], [-0.176, 1.683, 0.421], [-0.614, 2.578, 0.558], [2.200, 4.302, 0.011], [1.359, 4.566, 0.447], [5.343, 2.866, 2.788], [4.935, 2.115, 1.457], [4.586, 2.371, 2.314], [-1.866, 0.562, 2.782], [-2.428, -0.830, 2.376], [-2.084, -0.310, 3.132], [-0.419, -5.433, 0.026], [-1.093, -4.813, -1.187], [-0.928, -4.613, -0.246], [-0.801, 5.113, -1.755], [-1.898, 3.926, -1.868], [-1.763, 4.885, -1.928], [1.469, -2.129, 1.143], [1.000, -1.877, 2.544], [1.327, -2.608, 1.981], [2.666, -1.914, -4.495], [1.596, -2.161, -3.447], [1.686, -1.983, -4.432], [5.189, -3.982, 0.154], [4.672, -3.823, 1.526], [5.503, -3.821, 1.093], [4.241, 3.469, -0.495], [3.439, 2.210, -0.270], [3.492, 3.184, -0.008], [-1.756, -4.227, -3.255], [-0.910, -4.891, -4.299], [-0.958, -4.066, -3.760], [-3.071, 2.442, 5.190], [-2.888, 0.833, 5.300], [-3.547, 1.616, 5.220], [4.340, 2.230, -3.646], [4.495, 2.797, -2.832], [-2.881, -0.905, -3.406], [-3.234, -2.263, -3.511], [-3.672, -1.407, -3.690], [-0.201, -0.297, 6.748], [1.602, 0.749, 1.268], [0.750, 5.278, 0.265], [0.861, -5.072, -2.762], [0.193, 6.129, 2.601], [3.965, 3.470, -3.247], [-1.259, 2.184, 2.992], [-1.211, 2.643, 2.106], [-0.364, 2.405, 3.233], [-1.208, -0.383, -4.447], [-1.592, 0.441, -4.150], [-0.615, -1.016, -3.954], [-3.803, 0.030, 1.243], [-4.090, 0.910, 1.455], [-4.341, -0.734, 1.459], [-1.581, 1.260, -2.417], [-2.294, 1.402, -1.753], [-0.720, 0.889, -2.153], [-0.783, -1.874, -1.995], [-1.537, -2.514, -2.052], [-0.686, -1.961, -1.041], [0.086, -2.236, 4.359], [0.145, -1.625, 3.634], [0.729, -1.874, 4.993], [-5.525, -0.941, 3.032], [-5.673, -0.640, 2.143], [-5.339, -0.186, 3.656]]}


Which of them is most stable? Easy: i.